The following is a DFT calculation (ωB97M-V/def2-TZVPD) of 2 unconnected molecules or ions with the total composition C4H10O in a non-equilibrium geometry.

Element x y z (Å)
C (1.306, 0.405, 1.639)
C (1.170, 0.081, 0.169)
C (-0.273, 0.132, -0.133)
O (-0.583, 0.018, -1.480)
C (-1.884, -0.470, -1.789)
H (0.624, -0.093, 2.330)
H (2.261, -0.357, 1.743)
H (1.703, 1.368, 1.955)
H (1.692, -0.881, 0.054)
H (1.715, 0.823, -0.425)
H (-0.107, 1.211, 1.113)
H (-0.955, -0.451, 0.478)
H (-1.999, -0.454, -2.878)
H (-2.024, -1.504, -1.438)
H (-2.646, 0.173, -1.337)

Molecular weight (g/mol): 74.1
Kohn-Sham gap (hartree): 0.341
Relative energy (zero: lowest compared OMol25 entry of this formula, charge and spin) (eV): 4.780
Lowest unoccupied orbital energy (eV): 1.05
E_tot (eV): -6353.0232
2S+1: 1
Total charge: 0

Atom charges from the Mulliken analysis, given in e for atoms 1 to 2: -1.305 -0.080

The following is a DFT calculation (ωB97M-V/def2-TZVPD) of C3H3NO2 in the gas phase in a non-equilibrium geometry.

Element x y z (Å)
C (0.242, 0.789, 0.111)
C (-2.203, -0.408, 0.040)
C (1.393, -0.084, -0.112)
N (-1.018, -0.260, 0.006)
O (-3.281, -0.824, -0.083)
O (0.090, 1.900, 0.418)
H (1.047, -0.970, -0.715)
H (1.581, -0.541, 0.861)
H (2.150, 0.398, -0.527)

Molecular weight (g/mol): 85.1
Kohn-Sham gap (hartree): 0.409
SMILES string: CC(=O)N=C=O
Relative energy (zero: lowest compared OMol25 entry of this formula, charge and spin) (eV): 1.304
Lowest unoccupied orbital energy (eV): 0.55
E_tot (eV): -8743.8272
2S+1: 1
Total charge: 0

Atom charges from the Mulliken analysis, given in e for atoms 1 to 2: 0.591 0.509

The following is a DFT calculation (ωB97M-V/def2-TZVPD) of 3 unconnected molecules or ions with the total composition C29H61Cl2FIN7O5P3 in a non-equilibrium geometry.

Element x y z (Å)
C (3.671, -2.510, -2.589)
C (2.247, -3.361, -2.376)
C (1.169, -2.715, -3.409)
P (-0.658, -3.298, -3.335)
C (-1.025, -1.770, -4.482)
C (-0.078, -1.403, -5.713)
C (0.725, 0.052, -5.482)
I (2.528, 0.102, -6.735)
C (-0.303, -4.775, -2.212)
O (0.383, -5.945, -2.738)
O (0.979, -6.598, -1.775)
C (-0.805, -2.233, -1.724)
C (-1.538, -2.843, -0.424)
O (-1.041, -2.441, 0.788)
F (-2.708, -3.714, -0.240)
C (-2.569, -3.489, -3.251)
Cl (-3.795, -2.097, -2.816)
C (-3.356, -4.757, -3.454)
C (-5.025, -4.832, -3.307)
Cl (-2.625, -6.406, -3.844)
C (-0.508, -4.258, -5.013)
C (0.829, -5.108, -5.548)
C (0.754, -5.789, -7.010)
C (-0.516, -5.658, -8.005)
N (-1.694, -4.892, -7.549)
C (-1.662, -4.264, -6.222)
H (4.062, -2.818, -3.656)
H (3.502, -1.352, -2.527)
H (4.411, -2.897, -1.739)
H (2.535, -4.483, -2.570)
H (1.975, -3.189, -1.227)
H (1.745, -2.878, -4.412)
H (1.210, -1.532, -3.244)
H (-1.067, -0.738, -3.881)
H (-2.123, -1.838, -4.954)
H (-0.755, -1.148, -6.669)
H (0.722, -2.122, -6.121)
H (0.891, 0.308, -4.355)
H (0.019, 0.916, -5.908)
H (-1.303, -5.233, -1.733)
H (0.293, -4.574, -1.194)
H (0.255, -7.077, -1.265)
H (0.259, -1.845, -1.335)
H (-1.369, -1.190, -1.868)
H (-5.295, -4.430, -2.216)
H (-5.580, -4.194, -4.115)
H (-5.414, -5.934, -3.342)
H (1.778, -5.176, -4.827)
H (1.688, -6.419, -7.378)
H (-0.509, -6.156, -9.086)
H (-2.664, -3.654, -5.987)
O (-0.796, 2.217, 3.503)
P (-2.083, 1.648, 4.149)
N (-2.008, 0.250, 3.194)
C (-3.042, -0.403, 2.418)
C (-1.095, -0.767, 3.721)
N (-3.046, 2.897, 3.472)
C (-3.314, 2.945, 2.038)
C (-2.607, 4.239, 3.891)
N (-3.563, 0.995, 4.892)
C (-4.931, 1.245, 4.442)
C (-3.510, 1.214, 6.343)
H (-3.729, -0.984, 3.042)
H (-2.602, -1.095, 1.688)
H (-3.620, 0.293, 1.815)
H (-1.571, -1.345, 4.521)
H (-0.191, -0.306, 4.134)
H (-0.758, -1.455, 2.938)
H (-2.416, 2.767, 1.443)
H (-3.736, 3.912, 1.734)
H (-4.084, 2.219, 1.758)
H (-1.735, 4.586, 3.324)
H (-2.342, 4.241, 4.955)
H (-3.420, 4.966, 3.766)
H (-5.250, 2.279, 4.616)
H (-5.630, 0.593, 4.983)
H (-5.076, 1.008, 3.388)
H (-3.650, 2.273, 6.588)
H (-2.537, 0.901, 6.736)
H (-4.269, 0.624, 6.868)
O (4.700, 3.564, 1.094)
P (3.974, 4.606, 1.980)
N (5.232, 4.594, 3.116)
C (5.180, 4.482, 4.559)
C (6.360, 5.451, 2.745)
N (2.707, 3.505, 2.338)
C (2.939, 2.349, 3.200)
C (2.011, 3.032, 1.130)
N (3.139, 5.803, 2.998)
C (2.168, 5.506, 4.050)
C (2.579, 6.857, 2.142)
H (4.885, 5.420, 5.040)
H (6.162, 4.205, 4.962)
H (4.517, 3.691, 4.898)
H (6.155, 6.498, 2.991)
H (6.559, 5.392, 1.669)
H (7.284, 5.144, 3.245)
H (3.864, 1.825, 2.949)
H (2.113, 1.627, 3.143)
H (2.963, 2.643, 4.254)
H (2.567, 2.242, 0.613)
H (1.861, 3.858, 0.426)
H (1.014, 2.649, 1.386)
H (1.221, 5.120, 3.654)
H (1.937, 6.417, 4.617)
H (2.550, 4.800, 4.787)
H (1.719, 6.488, 1.573)
H (3.335, 7.203, 1.429)
H (2.272, 7.730, 2.727)

Molecular weight (g/mol): 897.6
Kohn-Sham gap (hartree): 0.205
Lowest unoccupied orbital energy (eV): 0.18
E_tot (eV): -115435.6300
2S+1: 1
Total charge: -1

Atom charges from the Mulliken analysis, given in e for atoms 1 to 2: -1.094 -0.006

The following is a DFT calculation (ωB97M-V/def2-TZVPD) of a molecular structure, C31H56N3O2P2Pb in a non-equilibrium geometry.

Element x y z (Å)
C (3.182, 0.494, 0.877)
C (2.517, 0.427, -1.357)
C (4.347, 1.188, 0.517)
C (3.614, 1.205, -1.765)
C (4.555, 1.595, -0.803)
H (5.073, 1.383, 1.306)
H (3.743, 1.430, -2.826)
H (5.461, 2.144, -1.089)
N (2.262, 0.166, -0.052)
P (1.301, -0.209, 2.995)
P (-0.099, 0.051, -3.053)
C (2.981, 0.088, 2.355)
H (3.592, -0.794, 2.587)
H (3.435, 0.910, 2.911)
C (1.730, -0.299, -2.422)
H (2.329, -0.288, -3.337)
C (-0.212, -0.683, -4.906)
C (-1.505, 1.441, -2.873)
C (1.314, -1.911, 3.886)
C (1.143, 1.317, 4.157)
C (-1.142, -1.907, -4.816)
H (-2.166, -1.615, -4.547)
H (-1.179, -2.402, -5.803)
H (-0.801, -2.640, -4.076)
C (-0.775, 0.281, -5.979)
H (-1.842, 0.504, -5.847)
H (-0.187, 1.209, -6.012)
H (-0.674, -0.196, -6.976)
C (1.161, -1.129, -5.466)
H (1.063, -2.004, -6.139)
H (1.640, -0.310, -6.024)
H (1.867, -1.461, -4.708)
C (-2.863, 0.882, -3.306)
H (-3.153, 0.025, -2.677)
H (-3.617, 1.678, -3.176)
H (-2.894, 0.574, -4.357)
C (-1.608, 1.796, -1.383)
H (-2.074, 0.966, -0.823)
H (-0.622, 2.044, -0.965)
H (-2.267, 2.669, -1.243)
C (-1.114, 2.694, -3.684)
H (-1.159, 2.529, -4.770)
H (-1.806, 3.525, -3.452)
H (-0.099, 3.030, -3.422)
C (-0.264, 1.262, 4.787)
H (-0.409, 2.167, 5.400)
H (-1.059, 1.238, 4.026)
H (-0.381, 0.394, 5.458)
C (1.284, 2.556, 3.251)
H (2.298, 2.655, 2.844)
H (0.564, 2.535, 2.421)
H (1.092, 3.458, 3.850)
C (2.175, 1.416, 5.293)
H (1.908, 2.304, 5.894)
H (2.158, 0.549, 5.968)
H (3.198, 1.570, 4.920)
C (2.069, -2.943, 3.024)
H (3.157, -2.808, 3.112)
H (1.832, -3.956, 3.395)
H (1.785, -2.901, 1.960)
C (-0.165, -2.349, 4.023)
H (-0.658, -2.449, 3.041)
H (-0.208, -3.332, 4.525)
H (-0.746, -1.636, 4.628)
C (1.955, -1.891, 5.284)
H (2.987, -1.517, 5.253)
H (1.372, -1.307, 6.011)
H (1.993, -2.931, 5.658)
Pb (-0.286, -0.650, 0.398)
C (-1.645, 1.875, 1.712)
O (-2.551, 2.577, 1.649)
N (-0.144, -1.450, -1.977)
C (1.193, -1.605, -2.111)
C (2.068, -2.886, -2.187)
C (2.990, -2.984, -3.421)
C (3.039, -2.807, -1.025)
C (1.245, -4.174, -2.138)
H (2.448, -3.226, -4.345)
H (3.598, -2.077, -3.572)
H (3.697, -3.816, -3.245)
H (2.473, -2.710, -0.097)
H (3.684, -3.699, -0.988)
H (3.660, -1.922, -1.172)
H (1.940, -4.999, -1.892)
H (0.439, -4.123, -1.392)
H (0.808, -4.423, -3.121)
C (-4.128, -0.594, 2.021)
C (-3.648, -1.620, 1.034)
N (-4.552, -2.484, 0.556)
O (-2.456, -1.706, 0.620)
H (-5.045, -0.961, 2.520)
H (-4.381, 0.347, 1.493)
H (-3.353, -0.399, 2.786)
H (-4.248, -3.185, -0.116)
H (-5.517, -2.425, 0.846)

Molecular weight (g/mol): 772.0
Kohn-Sham gap (spin up / spin down) (hartree): 0.189 / 0.186
Relative energy (zero: lowest compared OMol25 entry of this formula, charge and spin) (eV): 1.574
Lowest unoccupied orbital energy (spin up / spin down) (eV): -2.50 / -2.41
E_tot (eV): -65437.8429
2S+1: 1
Total charge: +1

Atom charges from the Mulliken analysis, given in e for atoms 1 to 2: 0.298 -0.622

The following is a DFT calculation (ωB97M-V/def2-TZVPD) of 2 unconnected molecules or ions with the total composition CH3NO2S in a non-equilibrium geometry.

Element x y z (Å)
C (-0.001, 0.318, 0.009)
N (-4.049, -0.029, -0.811)
O (-4.590, -0.949, -0.424)
O (-2.507, 0.517, 0.756)
S (-1.433, 1.399, 0.211)
H (0.050, -0.510, 0.576)
H (0.901, 0.841, 0.048)
H (-0.077, 0.144, -1.053)

Molecular weight (g/mol): 93.1
Kohn-Sham gap (spin up / spin down) (hartree): 0.356 / 0.244
Relative energy (zero: lowest compared OMol25 entry of this formula, charge and spin) (eV): 3.623
Lowest unoccupied orbital energy (spin up / spin down) (eV): 0.80 / -1.09
E_tot (eV): -17501.8472
2S+1: 1
Total charge: 0

Atom charges from the Mulliken analysis, given in e for atoms 1 to 2: -0.831 0.207